1.
Entry from the Open Molecules 2025 dataset: a gas-phase ion, C21H23ClNO (charge +1) at a distorted geometry (the ωB97M-V functional and the def2-TZVPD basis).

Atoms and positions in Å:
C 2.27 0.97 2.25
C 1.90 -0.18 1.32
N 2.47 -0.09 -0.06
C 3.96 -0.13 -0.05
C 4.58 -1.39 0.53
C 2.06 1.21 -0.71
C 0.65 1.46 -0.53
C -0.53 1.64 -0.35
C -1.93 1.75 -0.17
C -2.50 1.34 1.03
C -3.88 1.39 1.18
C -4.68 1.85 0.15
C -4.10 2.27 -1.04
C -2.73 2.23 -1.21
C 1.95 -1.23 -0.87
C 0.63 -0.96 -1.65
O 0.73 -0.47 -2.75
C -0.66 -1.34 -1.06
C -0.84 -2.01 0.15
C -2.10 -2.26 0.63
C -3.22 -1.86 -0.09
Cl -4.79 -2.16 0.53
C -3.07 -1.24 -1.32
C -1.80 -0.98 -1.80
H 1.88 1.92 1.90
H 3.34 1.05 2.41
H 1.81 0.76 3.22
H 2.24 -1.12 1.75
H 0.81 -0.20 1.21
H 4.31 0.73 0.51
H 4.29 -0.01 -1.09
H 4.25 -2.29 0.01
H 4.37 -1.50 1.59
H 5.65 -1.32 0.41
H 2.28 1.15 -1.78
H 2.65 2.02 -0.27
H -1.88 0.98 1.83
H -4.32 1.07 2.11
H -5.75 1.89 0.28
H -4.73 2.64 -1.84
H -2.28 2.55 -2.13
H 2.68 -1.45 -1.66
H 1.85 -2.11 -0.24
H 0.00 -2.36 0.73
H -2.24 -2.77 1.57
H -3.94 -0.95 -1.90
H -1.66 -0.48 -2.75

Output
- total energy (a.u.) = -1403.9197
- SMILES = CC[N+](CC)(CC#Cc1ccccc1)CC(=O)c1ccc(Cl)cc1
- 2S+1 = 1
- total charge = +1

=====

2.
Entry from the Open Molecules 2025 dataset: C5H3N in the gas phase at a distorted geometry (the ωB97M-V functional and the def2-TZVPD basis).

Atoms and positions in Å:
C 0.02 1.42 -1.05
C -0.87 0.61 -0.50
C -0.60 -0.49 0.20
C 0.92 -0.45 0.41
N 1.07 -1.71 0.83
C -0.26 -1.55 1.05
H 0.58 1.20 -1.89
H -0.01 2.62 -1.01
H -0.85 -1.66 1.97

Output
- total energy (a.u.) = -246.7661
- SMILES = C=C=C1C2=N[C@H]12
- 2S+1 = 1
- relative energy (zero: lowest compared OMol25 entry of this formula, charge and spin) (kJ/mol) = 566.8

=====

3.
Entry from the Open Molecules 2025 dataset: a molecular structure, C27H27N3O11P2SeW at a distorted geometry (the ωB97M-V functional and the def2-TZVPD basis).

Atoms and positions in Å:
W -0.36 -0.14 0.06
O -1.27 -0.13 -3.09
P -2.38 -0.84 -2.19
O -3.70 -0.77 -2.81
O -2.12 -0.41 -0.75
O -1.78 -2.40 -2.15
P -0.59 -2.56 -1.09
O 0.00 -3.99 -1.38
O -1.11 -2.40 0.30
O 0.42 -1.45 -1.35
H -1.56 -0.07 -4.01
H -0.21 -4.64 -0.70
N -0.31 1.97 2.84
C -1.45 1.22 2.64
C -2.61 1.71 3.24
C -3.78 0.99 3.19
C -3.73 -0.25 2.57
C -2.56 -0.68 2.01
N -1.39 0.03 1.98
C 0.83 2.14 2.09
C 1.71 3.16 2.45
C 2.85 3.38 1.72
C 3.10 2.52 0.64
C 2.21 1.52 0.37
N 1.06 1.31 1.06
H -0.43 2.69 3.53
H -2.58 2.68 3.72
H -4.69 1.37 3.64
H -4.60 -0.90 2.54
H -2.49 -1.67 1.59
H 1.47 3.78 3.30
H 3.53 4.18 1.96
H 4.00 2.62 0.05
H 2.40 0.81 -0.43
C 4.09 -3.50 6.48
C 3.39 -2.92 5.29
C 2.14 -3.38 4.88
C 1.51 -2.88 3.75
C 0.15 -3.40 3.36
C 2.16 -1.91 2.98
Se 1.38 -1.48 1.17
C 3.38 -1.39 3.40
C 4.11 -0.29 2.67
C 3.98 -1.90 4.55
H 3.50 -4.30 6.93
H 4.27 -2.74 7.24
H 5.06 -3.91 6.19
H 1.65 -4.15 5.46
H -0.15 -4.22 4.01
H 0.16 -3.73 2.32
H -0.58 -2.59 3.44
H 3.50 0.09 1.85
H 5.05 -0.66 2.27
H 4.34 0.53 3.35
H 4.94 -1.51 4.86
O -1.25 1.72 0.05
C -0.58 1.97 -1.04
O 0.24 1.00 -1.34
C -0.68 3.18 -1.78
C -1.64 4.13 -1.41
C -1.77 5.34 -2.09
C -0.90 5.56 -3.14
O -0.81 6.65 -3.95
C 0.28 6.40 -4.83
O 0.79 5.10 -4.56
C 0.07 4.62 -3.51
C 0.20 3.43 -2.86
H -2.29 3.90 -0.58
H -2.51 6.07 -1.82
H 1.06 7.15 -4.67
H -0.07 6.45 -5.87
H 0.95 2.70 -3.13

Output
- total energy (a.u.) = -5188.5127
- 2S+1 = 1
- relative energy (zero: lowest compared OMol25 entry of this formula, charge and spin) (kJ/mol) = 57.6

=====

4.
Entry from the Open Molecules 2025 dataset: 2 unconnected molecules or ions with the total composition C33H42N3 at a distorted geometry (the ωB97M-V functional and the def2-TZVPD basis).

Atoms and positions in Å:
C -3.74 3.56 -1.38
C -4.53 3.54 -0.08
C -3.62 3.37 1.13
N -2.50 2.45 0.96
C -1.76 2.08 2.07
C -0.98 0.93 2.11
C -0.50 0.36 3.40
C -1.15 0.97 4.64
C -1.11 2.50 4.50
C -1.98 2.94 3.30
C -2.11 1.88 -0.32
C -2.97 2.26 -1.53
H -4.43 3.67 -2.23
H -3.06 4.42 -1.40
H -5.10 4.47 0.05
H -5.26 2.72 -0.10
H -3.24 4.36 1.42
H -4.26 3.03 1.96
H -0.99 0.27 1.21
H -0.65 -0.73 3.41
H 0.59 0.51 3.50
H -2.19 0.62 4.71
H -0.62 0.62 5.54
H -1.48 2.96 5.42
H -0.09 2.86 4.32
H -1.75 4.00 3.05
H -3.04 2.93 3.63
H -1.06 2.17 -0.54
H -2.10 0.78 -0.24
H -3.68 1.44 -1.69
H -2.33 2.29 -2.41
C 4.05 3.57 1.64
N 3.24 2.58 0.95
C 2.12 1.99 1.45
C 1.74 0.93 0.61
C 0.82 -0.08 1.02
C 0.39 -1.20 0.14
C -0.05 -1.03 -1.19
C -0.17 -2.13 -2.04
C 0.03 -3.44 -1.52
N 0.00 -4.53 -2.35
C -0.57 -4.45 -3.68
C -0.13 -3.17 -4.36
C -0.43 -1.93 -3.50
C 0.00 -5.87 -1.79
C 1.01 -6.00 -0.66
C 0.76 -4.93 0.41
C 0.35 -3.61 -0.15
C 0.40 -2.50 0.69
C 2.69 0.92 -0.50
C 3.00 -0.02 -1.48
C 4.16 0.17 -2.26
C 5.04 1.25 -2.03
C 4.74 2.18 -1.03
C 3.59 1.98 -0.27
H 4.64 4.15 0.91
H 3.39 4.24 2.19
H 4.75 3.11 2.36
H 1.69 2.29 2.40
H 1.17 -0.51 1.97
H -0.27 -0.02 -1.56
H -0.24 -5.33 -4.24
H -1.67 -4.49 -3.62
H 0.95 -3.23 -4.56
H -0.64 -3.09 -5.32
H -1.48 -1.64 -3.64
H 0.18 -1.10 -3.88
H -1.01 -6.11 -1.41
H 0.24 -6.58 -2.60
H 0.92 -7.00 -0.22
H 2.02 -5.90 -1.06
H 0.00 -5.27 1.12
H 1.69 -4.81 0.98
H 0.52 -2.64 1.77
H 2.35 -0.88 -1.61
H 4.38 -0.53 -3.06
H 5.95 1.35 -2.62
H 5.36 3.05 -0.82

Output
- total energy (a.u.) = -1446.6723
- 2S+1 = 1
- relative energy (zero: lowest compared OMol25 entry of this formula, charge and spin) (kJ/mol) = 135.4
- total charge = +1

=====

5.
Entry from the Open Molecules 2025 dataset: 2 unconnected molecules or ions with the total composition C7H14N3O at a distorted geometry (the ωB97M-V functional and the def2-TZVPD basis).

Atoms and positions in Å:
C -2.25 -1.24 0.04
C -2.38 0.15 0.03
C -0.91 -1.47 0.05
C -3.72 0.75 -0.06
C 1.98 1.21 0.72
C 2.13 -0.21 -1.42
C 1.86 -0.13 0.08
N -1.14 0.70 -0.02
N -0.22 -0.32 -0.01
N 2.11 -1.19 0.83
O -0.19 -2.60 0.13
H -2.94 -2.06 0.02
H -4.29 0.47 -1.03
H -3.62 1.89 0.06
H -4.23 0.41 0.72
H 1.46 1.12 1.61
H 3.04 1.58 0.60
H 1.53 1.90 0.02
H 1.71 0.54 -1.91
H 1.91 -1.22 -1.72
H 3.27 -0.24 -1.67
H -1.01 1.65 -0.40
H 2.32 -2.01 0.33
H -0.52 -3.41 0.50
H 2.21 -0.99 1.78

Output
- total energy (a.u.) = -514.3352
- 2S+1 = 1
- relative energy (zero: lowest compared OMol25 entry of this formula, charge and spin) (kJ/mol) = 195.9
- total charge = +1

=====

6.
Entry from the Open Molecules 2025 dataset: a molecular structure, C26H22Cl3F9N3O2Pt (the ωB97M-V functional and the def2-TZVPD basis).

Atoms and positions in Å:
Pt -0.07 0.18 -0.04
C -2.68 2.16 -0.48
N -2.48 0.77 -0.08
C -3.27 -0.12 -0.95
C -2.72 0.49 1.31
C -3.55 1.23 2.12
C -3.77 0.83 3.43
C -3.15 -0.30 3.94
C -2.32 -1.06 3.14
C -2.09 -0.67 1.82
N -1.23 -1.28 0.94
C -1.06 -2.60 0.73
C -1.79 -3.60 1.41
C -1.55 -4.93 1.17
C -0.58 -5.31 0.24
C 0.09 -4.34 -0.50
C -0.17 -3.00 -0.31
N 0.33 -1.98 -1.20
C -0.52 -1.91 -2.40
C 1.72 -2.20 -1.61
H -3.75 2.41 -0.51
H -2.18 2.82 0.22
H -2.26 2.31 -1.47
H -4.33 0.12 -0.85
H -2.97 0.04 -1.98
H -3.12 -1.16 -0.68
H -4.04 2.12 1.76
H -4.42 1.42 4.06
H -3.30 -0.58 4.98
H -1.78 -1.90 3.55
H -2.55 -3.31 2.12
H -2.12 -5.68 1.70
H -0.37 -6.35 0.06
H 0.79 -4.66 -1.26
H -0.37 -2.79 -3.03
H -1.57 -1.88 -2.12
H -0.28 -1.02 -2.98
H 1.81 -3.08 -2.25
H 2.08 -1.34 -2.17
H 2.35 -2.34 -0.73
Cl 6.18 2.48 -3.11
C 5.01 1.76 -2.11
C 3.65 2.04 -2.33
C 2.71 1.45 -1.54
Cl 1.04 1.74 -1.79
C 3.05 0.54 -0.47
O 2.21 -0.04 0.24
C 4.47 0.30 -0.29
Cl 4.92 -0.75 0.97
C 5.41 0.90 -1.08
H 3.36 2.72 -3.12
H 6.46 0.70 -0.92
F -1.01 2.12 4.04
C -0.57 3.15 3.29
F -1.64 3.73 2.73
F -0.01 4.04 4.11
C 0.41 2.63 2.18
O -0.31 2.06 1.19
C 1.43 1.67 2.89
F 1.64 1.97 4.18
F 0.98 0.40 2.86
F 2.63 1.68 2.29
C 1.18 3.85 1.60
F 1.91 3.46 0.53
F 2.03 4.43 2.46
F 0.33 4.78 1.17

Output
- total energy (a.u.) = -3717.1153
- 2S+1 = 5
- <S²> = 6.08
- total charge = +1

=====

7.
Entry from the Open Molecules 2025 dataset: 4 unconnected molecules or ions with the total composition C35H38O16 at a distorted geometry (the ωB97M-V functional and the def2-TZVPD basis).

Atoms and positions in Å:
C 1.04 -6.00 -0.84
C 2.03 -4.84 -0.72
C 2.55 -4.36 -2.08
C 3.77 -3.41 -2.02
C 3.42 -1.91 -2.07
C 3.20 -1.26 -0.68
C 2.00 -0.31 -0.56
C 0.64 -0.94 -0.93
C -0.23 -0.08 -1.89
C -0.66 -0.83 -3.17
C -1.70 -1.86 -2.85
C -1.48 -3.12 -2.52
C -2.62 -4.02 -2.17
O -2.60 -5.19 -2.43
C -3.79 -3.35 -1.52
C -4.60 -4.09 -0.49
O -5.17 -5.24 -1.08
O -5.07 -6.33 -0.16
C -4.04 -2.10 -1.88
C -3.14 -1.43 -2.87
O -3.57 -0.64 -3.66
H 0.70 -6.34 0.14
H 0.15 -5.73 -1.43
H 1.51 -6.86 -1.34
H 2.88 -5.15 -0.11
H 1.55 -4.00 -0.19
H 1.74 -3.85 -2.63
H 2.81 -5.24 -2.69
H 4.30 -3.60 -1.08
H 4.45 -3.65 -2.84
H 4.23 -1.38 -2.58
H 2.52 -1.77 -2.70
H 4.10 -0.68 -0.45
H 3.12 -2.03 0.09
H 1.94 0.00 0.49
H 2.20 0.58 -1.17
H 0.80 -1.93 -1.37
H 0.08 -1.10 0.00
H 0.30 0.84 -2.17
H -1.14 0.25 -1.38
H -1.09 -0.11 -3.89
H 0.21 -1.31 -3.63
H -0.49 -3.56 -2.51
H -5.39 -3.44 -0.09
H -3.95 -4.36 0.35
H -4.23 -6.73 -0.44
H -4.90 -1.54 -1.52
O 0.33 0.31 2.19
C 0.21 1.21 3.01
C 0.71 1.17 4.36
C 0.50 2.23 5.15
O 0.91 2.32 6.40
C -0.25 3.46 4.68
O -0.38 4.35 5.50
C -0.74 3.51 3.32
C -0.51 2.45 2.53
O -0.87 2.39 1.25
H 1.24 0.29 4.69
H 0.61 3.19 6.73
H -1.24 4.40 2.98
H -0.59 1.51 0.93
O 7.09 3.72 2.53
C 5.88 3.81 2.38
C 5.09 2.96 1.52
C 3.77 3.19 1.45
O 2.92 2.49 0.71
C 3.09 4.30 2.22
O 1.89 4.41 2.04
C 3.87 5.14 3.09
C 5.20 4.91 3.17
O 6.03 5.60 3.93
H 5.58 2.17 0.97
H 2.04 2.87 0.88
H 3.38 5.92 3.65
H 6.92 5.22 3.78
O -1.76 2.82 -1.22
C -2.97 2.93 -1.16
C -3.89 2.16 -1.97
C -5.20 2.39 -1.85
O -6.14 1.76 -2.53
C -5.75 3.44 -0.90
O -6.96 3.57 -0.89
C -4.83 4.19 -0.08
C -3.52 3.96 -0.19
O -2.58 4.58 0.51
H -3.46 1.42 -2.64
H -7.00 2.14 -2.24
H -5.23 4.92 0.61
H -1.73 4.18 0.26

Output
- total energy (a.u.) = -2560.1849
- SMILES = CCCCCCCCCCC1=CC(=O)C(COO)=CC1=O.O=C1C=C(O)C(=O)C=C1O.O=C1C=C(O)C(=O)C=C1O.O=C1C=C(O)C(=O)C=C1O
- 2S+1 = 1

=====

8.
Entry from the Open Molecules 2025 dataset: 2 unconnected molecules or ions with the total composition C5H10N at a distorted geometry (the ωB97M-V functional and the def2-TZVPD basis).

Atoms and positions in Å:
C 0.28 1.44 -2.60
C 1.45 -1.01 1.07
C -0.15 1.68 -1.39
C -0.70 1.54 -0.19
C -0.79 -1.60 1.34
N 0.24 -0.79 0.82
H 0.37 2.22 -3.37
H 0.83 0.51 -2.95
H 1.82 -1.93 1.46
H 2.28 -0.40 0.72
H -1.77 1.09 -0.08
H -0.26 2.26 0.55
H -0.06 0.17 0.32
H -1.35 -2.30 0.60
H -1.55 -0.79 1.41
H -0.65 -2.09 2.30

Output
- total energy (a.u.) = -250.7408
- 2S+1 = 3
- <S²> = 2.02
- relative energy (zero: lowest compared OMol25 entry of this formula, charge and spin) (kJ/mol) = 311.5
- total charge = +1

=====

Which value of 2S+1 does entry 3 give?
1

=====

Look up the 2S+1 of the sixth one.
5

=====

What did the seventh record say?
Entry from the Open Molecules 2025 dataset: 4 unconnected molecules or ions with the total composition C35H38O16 at a distorted geometry (the ωB97M-V functional and the def2-TZVPD basis).

Atoms and positions in Å:
C 1.04 -6.00 -0.84
C 2.03 -4.84 -0.72
C 2.55 -4.36 -2.08
C 3.77 -3.41 -2.02
C 3.42 -1.91 -2.07
C 3.20 -1.26 -0.68
C 2.00 -0.31 -0.56
C 0.64 -0.94 -0.93
C -0.23 -0.08 -1.89
C -0.66 -0.83 -3.17
C -1.70 -1.86 -2.85
C -1.48 -3.12 -2.52
C -2.62 -4.02 -2.17
O -2.60 -5.19 -2.43
C -3.79 -3.35 -1.52
C -4.60 -4.09 -0.49
O -5.17 -5.24 -1.08
O -5.07 -6.33 -0.16
C -4.04 -2.10 -1.88
C -3.14 -1.43 -2.87
O -3.57 -0.64 -3.66
H 0.70 -6.34 0.14
H 0.15 -5.73 -1.43
H 1.51 -6.86 -1.34
H 2.88 -5.15 -0.11
H 1.55 -4.00 -0.19
H 1.74 -3.85 -2.63
H 2.81 -5.24 -2.69
H 4.30 -3.60 -1.08
H 4.45 -3.65 -2.84
H 4.23 -1.38 -2.58
H 2.52 -1.77 -2.70
H 4.10 -0.68 -0.45
H 3.12 -2.03 0.09
H 1.94 0.00 0.49
H 2.20 0.58 -1.17
H 0.80 -1.93 -1.37
H 0.08 -1.10 0.00
H 0.30 0.84 -2.17
H -1.14 0.25 -1.38
H -1.09 -0.11 -3.89
H 0.21 -1.31 -3.63
H -0.49 -3.56 -2.51
H -5.39 -3.44 -0.09
H -3.95 -4.36 0.35
H -4.23 -6.73 -0.44
H -4.90 -1.54 -1.52
O 0.33 0.31 2.19
C 0.21 1.21 3.01
C 0.71 1.17 4.36
C 0.50 2.23 5.15
O 0.91 2.32 6.40
C -0.25 3.46 4.68
O -0.38 4.35 5.50
C -0.74 3.51 3.32
C -0.51 2.45 2.53
O -0.87 2.39 1.25
H 1.24 0.29 4.69
H 0.61 3.19 6.73
H -1.24 4.40 2.98
H -0.59 1.51 0.93
O 7.09 3.72 2.53
C 5.88 3.81 2.38
C 5.09 2.96 1.52
C 3.77 3.19 1.45
O 2.92 2.49 0.71
C 3.09 4.30 2.22
O 1.89 4.41 2.04
C 3.87 5.14 3.09
C 5.20 4.91 3.17
O 6.03 5.60 3.93
H 5.58 2.17 0.97
H 2.04 2.87 0.88
H 3.38 5.92 3.65
H 6.92 5.22 3.78
O -1.76 2.82 -1.22
C -2.97 2.93 -1.16
C -3.89 2.16 -1.97
C -5.20 2.39 -1.85
O -6.14 1.76 -2.53
C -5.75 3.44 -0.90
O -6.96 3.57 -0.89
C -4.83 4.19 -0.08
C -3.52 3.96 -0.19
O -2.58 4.58 0.51
H -3.46 1.42 -2.64
H -7.00 2.14 -2.24
H -5.23 4.92 0.61
H -1.73 4.18 0.26

Output
- total energy (a.u.) = -2560.1849
- SMILES = CCCCCCCCCCC1=CC(=O)C(COO)=CC1=O.O=C1C=C(O)C(=O)C=C1O.O=C1C=C(O)C(=O)C=C1O.O=C1C=C(O)C(=O)C=C1O
- 2S+1 = 1